1.
{"formula": "C2H6NO2", "method": "ωB97M-V with the def2-TZVPD basis set", "energy_ha": -284.9474, "gap_ev": 6.690, "charge": -1, "relative_energy_ev": 4.453, "homo_ev": -2.131, "species": ["C", "C", "N", "O", "O", "H", "H", "H", "H", "H", "H"], "coordinates": [[1.339, 0.037, -0.255], [0.029, 0.422, 0.474], [-1.122, -0.922, 0.448], [-2.248, -0.396, -0.094], [-0.600, 1.356, -0.314], [1.097, -0.332, -1.316], [2.023, 0.895, -0.322], [1.919, -0.703, 0.312], [0.075, 0.695, 1.549], [-0.761, -1.804, -0.221], [-1.751, 0.753, -0.259]]}

2.
{"formula": "C11H12IN2S", "method": "ωB97M-V with the def2-TZVPD basis set", "energy_ha": -1231.4066, "gap_ev": [6.353, 5.968], "charge": 1, "relative_energy_ev": 3.859, "homo_ev": [-12.332, -12.073], "species": ["C", "C", "C", "C", "C", "C", "C", "C", "C", "C", "C", "N", "N", "S", "I", "H", "H", "H", "H", "H", "H", "H", "H", "H", "H", "H", "H"], "coordinates": [[1.983, -2.722, 0.368], [1.754, -3.506, -0.790], [1.293, -1.572, 0.576], [0.828, -3.118, -1.708], [0.318, -1.103, -0.357], [0.081, -1.929, -1.535], [-0.367, 0.085, -0.185], [-1.399, 0.563, -1.011], [-0.153, 1.076, 0.928], [-2.889, 2.387, -0.239], [-1.460, 1.618, 1.591], [-2.224, 1.434, -1.068], [-2.113, 2.700, 0.900], [-1.032, -1.479, -2.692], [3.088, -1.494, -4.128], [2.716, -3.052, 1.087], [2.318, -4.414, -0.934], [1.483, -1.000, 1.469], [0.637, -3.706, -2.592], [0.441, 0.617, 1.714], [0.409, 1.930, 0.539], [-3.108, 3.275, -0.835], [-3.840, 1.916, 0.049], [-2.175, 0.802, 1.710], [-1.193, 1.987, 2.583], [4.159, -1.422, -5.266], [-1.525, 3.518, 0.804]]}

3.
{"formula": "C4H3N3O", "method": "ωB97M-V with the def2-TZVPD basis set", "energy_ha": -393.5465, "gap_ev": 8.613, "smiles": "O=c1cncnnc1", "charge": 0, "relative_energy_ev": 4.706, "homo_ev": -9.934, "species": ["O", "C", "C", "N", "C", "N", "N", "C", "H", "H", "H"], "coordinates": [[-2.183, -0.205, -0.611], [-0.981, -0.057, -0.257], [-0.322, -1.198, 0.550], [0.949, -1.394, 0.452], [1.408, -0.541, -0.564], [1.374, 0.788, -0.389], [0.593, 1.516, 0.399], [-0.575, 1.155, 0.333], [-1.049, -1.600, 1.363], [2.213, -0.865, -1.370], [-1.285, 1.590, 1.289]]}

4.
{"formula": "C18H33FN2O6P", "method": "ωB97M-V with the def2-TZVPD basis set", "energy_ha": -1707.3242, "gap_ev": 6.980, "charge": 1, "homo_ev": -12.221, "species": ["C", "C", "C", "C", "C", "C", "N", "C", "O", "N", "C", "O", "F", "P", "C", "C", "H", "H", "H", "H", "H", "H", "H", "H", "H", "H", "H", "H", "H", "H", "H", "H", "H", "H", "H", "H", "H", "O", "C", "O", "C", "C", "C", "H", "H", "H", "H", "H", "H", "O", "C", "O", "C", "C", "C", "H", "H", "H", "H", "H", "H"], "coordinates": [[-1.230, 1.539, 4.665], [-1.060, 3.177, 4.658], [-1.084, 3.814, 3.147], [0.482, 4.123, 2.717], [0.679, 3.399, 1.222], [0.729, 1.749, 1.417], [1.869, 1.099, 0.608], [1.783, 1.525, -0.840], [2.367, 2.589, -1.398], [0.885, 0.679, -1.751], [1.471, -0.693, -2.001], [1.219, -1.739, -1.180], [2.306, -0.911, -3.209], [3.433, 1.410, 1.402], [3.723, -0.174, 2.499], [4.905, 1.401, 0.187], [-0.202, 0.981, 4.900], [-1.645, 1.108, 3.634], [-1.956, 1.267, 5.570], [-1.911, 3.727, 5.270], [-0.024, 3.425, 5.163], [-1.793, 4.760, 3.056], [-1.564, 2.990, 2.439], [1.273, 3.568, 3.417], [0.724, 5.285, 2.684], [-0.229, 3.745, 0.535], [1.718, 3.806, 0.826], [0.862, 1.579, 2.584], [-0.318, 1.328, 1.065], [1.696, 0.051, 0.678], [-0.044, 0.594, -1.244], [4.868, -0.295, 2.711], [3.390, -1.080, 1.805], [3.038, -0.202, 3.447], [4.615, 1.129, -0.925], [5.739, 0.623, 0.541], [5.435, 2.467, 0.275], [-2.131, -1.588, 1.576], [-2.310, -2.649, 1.001], [-3.365, -3.483, 1.234], [-3.197, -4.676, 0.470], [-2.267, -4.300, -0.654], [-1.391, -3.248, -0.020], [-2.774, -5.450, 1.118], [-4.168, -5.016, 0.099], [-1.709, -5.151, -1.054], [-2.839, -3.854, -1.476], [-0.529, -3.688, 0.488], [-1.071, -2.500, -0.750], [-3.232, -3.500, -4.897], [-2.351, -2.667, -5.033], [-1.027, -2.964, -5.183], [-0.275, -1.752, -5.204], [-1.256, -0.682, -5.604], [-2.550, -1.182, -5.013], [0.142, -1.582, -4.205], [0.547, -1.841, -5.920], [-0.972, 0.315, -5.255], [-1.341, -0.646, -6.697], [-2.678, -0.852, -3.978], [-3.408, -0.890, -5.622]]}

5.
{"formula": "C5H8N2OS2", "method": "ωB97M-V with the def2-TZVPD basis set", "energy_ha": -1176.2321, "gap_ev": [9.029, 7.169], "charge": 0, "relative_energy_ev": 4.140, "homo_ev": [-10.040, -8.909], "species": ["C", "C", "C", "C", "C", "N", "N", "O", "S", "S", "H", "H", "H", "H", "H", "H", "H", "H"], "coordinates": [[3.136, 1.425, -1.064], [2.536, 0.399, -0.337], [-2.437, -1.345, 0.986], [-1.951, 0.778, -0.417], [-1.299, -0.344, 0.379], [4.330, 1.681, -0.578], [4.697, 0.947, 0.444], [0.179, -2.442, -0.500], [3.567, -0.199, 0.920], [-0.181, -1.115, -0.878], [2.709, 1.901, -1.837], [-3.284, -1.699, 0.240], [-1.953, -2.367, 1.359], [-2.965, -0.828, 1.878], [-2.332, 0.489, -1.419], [-1.161, 1.483, -0.564], [-2.790, 1.098, 0.118], [-0.800, 0.137, 1.271]]}

6.
{"formula": "C21H19Cl4N4OP", "method": "ωB97M-V with the def2-TZVPD basis set", "energy_ha": -3287.8892, "gap_ev": 8.979, "smiles": "[H]/N=C(\\C)C[C@@](C#N)([PH2]=O)[C@@](N)(C#C)C#N.Clc1ccccc1Cl.Clc1ccccc1Cl", "charge": 0, "homo_ev": -8.885, "species": ["H", "N", "C", "C", "C", "C", "C", "N", "P", "O", "C", "N", "C", "C", "C", "N", "H", "H", "H", "H", "H", "H", "H", "H", "H", "H", "Cl", "C", "C", "C", "C", "C", "C", "Cl", "H", "H", "H", "H", "Cl", "C", "C", "C", "C", "C", "C", "Cl", "H", "H", "H", "H"], "coordinates": [[-3.269, -3.808, 2.715], [-2.314, -3.528, 2.977], [-2.190, -2.269, 2.803], [-3.398, -1.427, 2.311], [-0.814, -1.632, 3.142], [-0.016, -1.129, 1.879], [-0.732, -1.468, 0.567], [-1.304, -1.434, -0.436], [0.176, 0.743, 2.065], [0.990, 1.370, 0.979], [1.451, -1.722, 1.793], [2.309, -1.081, 2.796], [1.437, -3.251, 2.001], [1.182, -4.380, 2.345], [2.069, -1.496, 0.403], [2.563, -1.319, -0.621], [-3.713, -1.690, 1.274], [-3.214, -0.329, 2.376], [-4.257, -1.640, 2.990], [-0.258, -2.347, 3.784], [-1.044, -0.744, 3.795], [-1.110, 1.362, 2.087], [0.744, 0.958, 3.360], [3.282, -1.368, 2.674], [2.001, -1.359, 3.728], [0.716, -5.326, 2.639], [6.183, 4.437, -4.094], [5.798, 2.784, -3.764], [4.665, 2.514, -3.005], [4.313, 1.203, -2.720], [5.093, 0.157, -3.194], [6.226, 0.424, -3.949], [6.582, 1.737, -4.234], [8.008, 2.009, -5.174], [4.053, 3.326, -2.634], [3.429, 0.996, -2.128], [4.817, -0.868, -2.975], [6.832, -0.394, -4.315], [-7.786, 1.542, -1.318], [-6.066, 1.689, -1.239], [-5.405, 2.249, -2.325], [-4.025, 2.393, -2.305], [-3.301, 1.978, -1.195], [-3.959, 1.417, -0.111], [-5.341, 1.269, -0.130], [-6.108, 0.554, 1.248], [-5.965, 2.575, -3.192], [-3.515, 2.830, -3.154], [-2.224, 2.091, -1.174], [-3.390, 1.093, 0.750]]}